{
  "formula": "C12H23N5O6SSn",
  "method": "ωB97M-V with the def2-TZVPD basis set",
  "multiplicity": 1,
  "gap_ev": 3.341,
  "lumo_energy_ev": -2.5,
  "e_tot_ha": -1808.40000,
  "species": ["O", "H", "Sn", "N", "N", "N", "N", "O", "O", "O", "O", "C", "C", "C", "C", "C", "H", "H", "H", "C", "H", "H", "H", "C", "C", "H", "H", "H", "H", "H", "H", "H", "H", "C", "H", "H", "H", "O", "H", "H", "S", "C", "C", "N", "C", "H", "H", "H"],
  "xyz": [[-0.628159, 4.118949, 1.280717], [0.273164, 4.457292, 1.005981], [0.013617, 0.253157, -0.122020], [-1.113798, 0.741944, 1.601866], [1.459522, 0.153677, 1.449124], [-1.475746, -0.309967, -1.517723], [1.033740, -1.149832, -1.363825], [-2.370057, 0.655418, 1.699083], [-2.806008, 0.131844, -1.633553], [2.367397, -1.522767, -1.219937], [2.631619, -0.399622, 1.296492], [1.079564, 0.890488, 2.529697], [-0.324684, 1.188829, 2.626967], [-1.058410, -1.134836, -2.479728], [0.331713, -1.583820, -2.410207], [-1.014676, 1.966518, 3.704314], [-1.516409, 2.814484, 3.196149], [-0.296630, 2.354490, 4.451535], [-1.764306, 1.315018, 4.203593], [2.135759, 1.355756, 3.485331], [2.845166, 1.992160, 2.918170], [2.670988, 0.491892, 3.926432], [1.684908, 1.953673, 4.294907], [-2.027749, -1.603248, -3.504401], [0.951184, -2.488438, -3.417051], [-2.904785, -0.940755, -3.506982], [-2.334369, -2.637855, -3.264509], [-1.522684, -1.597289, -4.482892], [1.881583, -2.920907, -3.019200], [1.164788, -1.892403, -4.320385], [0.223728, -3.273175, -3.665826], [-3.035275, 0.588442, -0.787839], [2.626556, -1.143977, -0.312263], [0.953637, 1.898959, -1.127030], [0.427537, 2.718150, -0.650183], [0.749527, 1.929224, -2.213747], [2.037166, 1.952827, -0.924536], [-3.083411, 3.197261, -0.230284], [-2.677199, 3.869365, 0.360520], [-2.394901, 3.062110, -0.909170], [-0.251627, -4.346183, 1.734428], [-1.892715, -3.751837, 1.519835], [-1.872730, -2.473435, 1.026249], [-0.595861, -1.963356, 0.839738], [0.345230, -2.844901, 1.177214], [-2.789598, -4.327647, 1.719238], [-2.748619, -1.850160, 0.808341], [1.428401, -2.702689, 1.143739]],
  "forces_ev_per_a": [[1.4, 0.0, -0.8], [-1.6, -0.4, 0.5], [1.2, 2.1, 2.8], [2.1, 0.6, 2.1], [-1.9, 1.1, 2.3], [-1.1, -1.5, -2.4], [0.0, -1.9, -2.2], [-0.9, 0.1, -0.6], [1.3, -0.4, 0.5], [-1.8, 0.4, -0.4], [1.0, -0.2, -0.8], [1.9, -1.4, -2.6], [-2.3, -0.1, -2.0], [-1.9, 1.8, 2.1], [2.7, 0.4, 2.3], [0.0, -0.3, 0.3], [0.3, -0.3, 0.2], [-0.5, -0.2, -0.4], [0.4, 0.5, -0.2], [-0.2, 0.0, 0.3], [-0.2, -0.4, 0.4], [-0.1, 0.5, -0.3], [0.3, -0.3, -0.4], [0.3, 0.0, -0.5], [-0.3, 0.1, -0.2], [0.4, -0.4, -0.1], [0.1, 0.4, -0.1], [-0.4, -0.1, 0.2], [-0.4, 0.2, -0.2], [0.0, -0.4, 0.2], [0.3, 0.1, -0.1], [0.4, 0.0, 0.0], [-0.1, 0.3, 0.4], [-0.3, -0.1, -0.6], [0.0, 0.6, 0.2], [0.1, -0.1, 0.5], [-0.6, -0.3, 0.0], [0.3, -0.1, -0.6], [0.5, -0.6, -0.1], [-0.4, 0.5, 0.7], [-1.3, 0.8, -0.2], [0.4, 0.4, -0.4], [0.5, -0.6, 0.3], [0.8, -1.0, 0.0], [-0.9, 0.3, -0.1], [0.4, -0.1, 0.1], [0.5, -0.3, 0.2], [-0.4, 0.4, -0.1]]
}